(1)
{
  "formula": "C2H7N3O2",
  "method": "the ωB97M-V functional and the def2-TZVPD basis",
  "homo_ev": [-8.69, -8.69],
  "smiles": "CN(C)N=O.N=O",
  "symbols": ["C", "C", "N", "N", "N", "O", "O", "H", "H", "H", "H", "H", "H", "H"],
  "coordinates": [[1.778, -0.314, 0.818], [0.462, 0.292, -1.074], [0.438, 0.009, 0.256], [-2.534, 0.139, -0.706], [-0.724, -0.024, 0.757], [-3.067, -0.951, -0.809], [-0.925, -0.220, 1.939], [1.615, -0.081, 1.974], [2.035, -1.372, 0.897], [2.482, 0.416, 0.278], [-0.546, 0.506, -1.426], [0.900, 1.287, -1.291], [0.892, -0.383, -1.686], [-2.808, 0.697, 0.073]]
}

(2)
{
  "formula": "C19H23FN3NiO4SSi",
  "method": "the ωB97M-V functional and the def2-TZVPD basis",
  "homo_ev": [-3.85, -4.03],
  "multiplicity": 3,
  "total_charge": -1,
  "symbols": ["Ni", "O", "C", "C", "C", "C", "C", "C", "C", "N", "C", "C", "N", "H", "H", "H", "H", "H", "H", "H", "C", "Si", "C", "C", "N", "C", "C", "C", "C", "C", "C", "F", "H", "H", "H", "H", "H", "H", "H", "H", "H", "H", "H", "H", "H", "C", "S", "O", "O", "O", "H", "H", "H"],
  "coordinates": [[0.543, 0.013, -0.009], [-0.028, 0.888, -1.625], [0.479, 2.025, -2.046], [-0.398, 2.923, -2.676], [0.123, 3.957, -3.416], [1.490, 4.133, -3.562], [2.365, 3.345, -2.854], [1.856, 2.279, -2.086], [2.674, 1.521, -1.154], [2.387, 0.417, -0.437], [3.504, 0.133, 0.348], [4.494, 1.053, 0.121], [3.965, 1.946, -0.812], [-1.481, 2.756, -2.803], [-0.559, 4.660, -3.888], [1.781, 4.900, -4.211], [3.448, 3.452, -2.912], [3.533, -0.806, 0.828], [5.459, 1.198, 0.565], [4.295, 2.839, -1.077], [-2.885, 1.071, -0.358], [-2.472, -0.774, -0.745], [-2.309, -0.977, -2.637], [-3.825, -1.771, 0.133], [-0.965, -1.193, 0.039], [-0.923, -2.234, 0.959], [-1.758, -2.346, 2.136], [-2.064, -3.584, 2.603], [-1.315, -4.696, 2.276], [-0.205, -4.560, 1.428], [0.000, -3.377, 0.814], [1.002, -3.244, -0.135], [-2.326, 1.656, -1.149], [-2.692, 1.529, 0.600], [-3.962, 1.208, -0.451], [-1.325, -1.369, -2.981], [-2.462, -0.017, -3.046], [-3.084, -1.643, -2.960], [-4.794, -1.544, -0.350], [-3.804, -1.436, 1.177], [-3.701, -2.825, 0.108], [-2.088, -1.433, 2.696], [-2.820, -3.693, 3.383], [-1.530, -5.631, 2.793], [0.515, -5.403, 1.392], [2.186, 0.796, 3.754], [0.749, 0.389, 2.814], [0.481, 1.543, 1.885], [-0.315, 0.103, 3.781], [1.150, -0.728, 1.860], [2.460, -0.041, 4.493], [2.037, 1.790, 4.235], [3.115, 0.797, 3.157]]
}

Energy relative to the best compared isomer or geometry (same formula, charge and spin) readings, ordered: 177.9, 8.0 kcal per mole